[1]
The following is a quantum chemistry calculation of a 17-piece molecular cluster, C60H124O48S14 overall at a distorted geometry, from the Open Molecules 2025 dataset.

The geometry in XYZ format:
```
246
C60H124O48S14, DFT ωB97M-V with the def2-TZVPD basis set
C 3.18 7.17 0.72
H -0.32 3.61 4.52
H -2.07 -1.19 2.21
C 2.94 -3.84 -0.53
O -0.40 8.89 0.03
C -1.08 -0.27 0.58
H 0.62 -1.09 -2.11
H -2.92 -3.30 -6.45
C 3.45 1.62 2.22
O 0.67 -6.80 -5.04
C 5.89 2.34 -1.96
O -7.00 -1.88 1.15
C 2.36 7.49 1.69
S 1.50 3.44 -4.29
H 7.94 -0.75 1.57
H 8.59 -1.03 -1.44
H -3.15 2.37 -4.35
H 1.28 4.96 -2.38
H 3.94 -6.98 -3.71
C -2.20 1.31 8.52
H -3.08 0.59 3.98
H -1.00 3.81 -5.02
C -0.49 -3.42 4.06
S -6.22 -2.62 2.28
C -1.20 -3.37 -2.43
H -0.47 -3.05 -1.76
S 4.55 -0.98 -4.33
S -4.26 2.20 2.60
H 3.51 -3.69 4.88
O 2.00 -4.00 2.86
H 4.92 1.67 -5.07
H -1.28 11.04 1.13
C 1.55 -2.13 -7.22
H 0.39 0.29 -3.18
H 2.98 4.95 -3.18
S 1.70 -4.71 4.03
H -3.82 -4.51 -5.47
H -2.87 10.47 1.63
H -8.86 0.32 5.47
O -5.05 -0.49 6.93
H -1.97 3.90 7.02
C -0.53 -7.49 -6.98
O 4.70 -2.23 -5.05
H 4.65 -0.27 -7.31
C -2.13 10.40 0.89
O 6.07 -2.99 0.92
H -1.94 0.69 9.36
C 7.96 -0.74 -0.57
C -2.34 3.80 1.74
H -8.06 -0.55 -1.02
O 2.07 -6.10 4.11
C 0.09 -0.18 -2.28
H -2.53 -1.91 -4.62
C -2.93 -3.85 -5.51
H 5.94 1.72 -2.86
H 0.57 2.13 -8.82
H 2.68 3.77 0.54
C 2.90 1.30 5.70
O -6.86 -0.15 5.36
H 0.87 9.68 -2.25
O 6.12 1.81 0.61
O 0.16 2.74 -3.78
H -7.15 0.10 3.01
H -5.74 -1.44 -0.48
H 1.03 -9.10 1.40
H 6.23 0.09 -6.54
O -1.47 8.20 -2.06
C 2.10 4.31 -2.82
C 8.74 -0.76 0.75
C -1.05 -6.37 1.63
H -1.21 0.14 2.77
H -0.67 -8.02 2.89
C -6.75 -2.40 6.75
H 4.94 2.85 -1.91
H 5.54 1.23 -7.68
C 0.96 0.94 -7.00
H -0.31 -1.32 2.44
O -0.08 6.61 -0.83
H 4.49 3.55 2.10
O 2.48 2.31 -4.46
C -8.14 0.01 3.38
H -4.21 -2.24 -5.04
C -8.21 -0.34 4.85
O -1.06 -2.15 -7.29
H -1.87 -4.01 5.68
S 2.16 0.56 4.29
C 5.32 0.51 -6.91
H -1.32 -4.44 -2.31
C 0.77 -7.47 -0.17
C -4.09 1.07 3.91
C -1.68 8.92 0.78
H -2.28 2.37 8.76
S -2.78 -2.69 -2.11
H 2.49 -1.48 -3.40
O 1.92 1.38 -1.01
O 3.74 5.73 -1.02
H 1.77 8.83 -0.98
H -1.31 -1.09 -0.13
H -0.79 -3.02 -3.40
O 0.05 -0.08 -7.58
H 2.41 1.80 1.85
O 2.58 -5.30 -5.51
H 2.34 -7.42 -2.69
C 4.88 -2.86 0.70
C 1.78 5.07 1.85
H 0.33 3.89 6.19
O 0.56 6.79 3.03
O 1.30 -5.29 -3.33
O -2.80 -1.24 -2.12
C -1.86 -3.67 4.63
H 1.94 -3.06 5.64
C 4.21 2.79 2.82
H 1.39 -3.20 -7.20
H 1.73 -1.80 -8.30
C 2.85 -7.28 -3.69
O 1.13 1.40 3.77
C 3.21 5.87 0.07
H 1.24 4.28 2.35
O 1.27 4.38 -5.34
O 0.31 0.27 0.41
H 1.95 0.53 -7.09
H 1.54 -6.67 -6.97
H -2.29 -4.53 4.23
C 3.45 -1.13 -2.94
H -5.73 -0.29 0.87
O 5.77 -0.35 -3.85
H -4.87 0.39 3.76
H -1.39 8.51 1.81
H -0.68 -3.45 2.94
C -3.30 -2.66 -4.67
S 1.91 -5.98 -4.45
H -7.79 -2.62 7.04
H -2.43 10.88 -0.04
H 3.70 8.03 0.33
H -2.20 1.53 -3.25
O 1.35 -7.98 -1.10
C 2.75 -1.84 1.05
C -5.45 -4.01 1.66
H -3.45 5.56 2.06
H 9.10 -1.79 0.79
H 2.38 -1.97 -6.49
H 3.45 -0.23 -2.32
H -0.94 -6.56 -7.36
C 0.27 -6.07 -0.30
H 3.92 0.83 6.01
H 1.99 -1.26 1.55
H -1.17 -7.76 -6.06
O -3.25 -3.34 -0.86
C -1.13 -0.66 2.05
O -5.19 -1.72 2.71
C -2.15 2.10 -4.17
H -0.60 5.07 5.32
H 5.09 2.34 3.15
H -6.51 -2.78 5.73
O -7.33 -0.02 7.79
H 0.53 -5.50 -1.18
H 1.35 3.06 -7.50
O 5.19 0.01 -0.81
C 2.50 4.80 0.80
H 2.23 1.29 6.55
C -0.41 -7.68 1.91
H 7.21 -1.47 -0.37
H -8.06 0.39 0.40
C 2.51 -3.95 5.32
H 2.48 3.51 -2.19
H 4.49 -1.20 2.09
H -5.00 -3.66 0.75
H 2.24 8.52 1.98
C -2.43 5.28 2.16
H 1.48 8.02 -2.57
H -1.81 0.54 0.47
H 3.70 1.71 -6.29
C 1.10 8.68 -1.83
O -7.20 -3.05 3.22
S 0.04 -1.41 -6.74
O 0.12 -4.73 4.30
H -2.10 5.49 3.20
O 0.92 -2.64 -0.22
O 2.00 -0.83 4.68
H -2.80 3.69 0.79
H 3.16 2.35 5.42
O -5.46 2.94 2.76
C 0.46 -8.22 1.09
C -1.75 3.43 6.03
H 3.80 3.18 3.72
O -2.94 3.06 2.88
H -8.59 -0.71 2.73
C 0.62 2.24 -7.71
H -0.62 -8.29 -7.68
H 6.75 2.97 -1.91
H -1.94 -4.22 -5.36
O 3.73 0.06 -5.20
H -8.50 -1.37 5.08
O 3.36 0.58 3.24
H -0.83 -4.47 0.47
H 0.03 -2.56 4.38
C 0.86 -7.32 -6.40
H 2.54 -4.63 6.21
S 6.09 1.11 -0.65
H -6.01 -2.77 7.44
O -3.56 -3.18 -3.30
S -0.38 7.95 -1.20
H 4.83 -4.72 -0.46
S -6.47 -0.65 6.83
H -1.85 5.91 1.41
H -6.98 0.77 -0.92
S -0.93 1.24 7.37
C -0.58 -5.52 0.56
H -1.54 3.93 -3.25
H -6.15 -4.85 1.60
H 9.49 0.03 0.89
H 3.95 1.08 1.43
H -4.62 -4.26 2.31
O 0.16 1.99 7.95
O -2.05 -6.02 2.22
C -0.51 4.07 5.48
S 0.53 1.04 -0.99
C -1.21 3.32 -4.08
H -8.70 0.94 3.24
C 1.46 6.50 2.25
H -3.04 0.97 8.00
H 1.38 -8.30 -6.26
H -0.27 2.68 -7.36
O -1.54 1.99 6.15
H -0.99 -0.21 -2.13
H 2.83 -8.24 -4.12
H -4.19 1.57 4.88
O 0.06 -1.25 -5.32
H -1.34 3.37 1.64
H -2.40 8.34 0.22
H -1.67 1.44 -4.95
C 4.47 1.07 -5.83
H 3.82 -1.94 -2.36
O -4.03 1.56 1.36
C -7.41 -0.07 -0.33
C -6.36 -0.93 0.26
O -0.38 2.13 -1.07
H -2.59 3.57 5.36
C 4.04 -1.88 1.37
C 2.12 -2.73 0.02
H 2.50 -4.45 -1.27
O 7.47 0.55 -1.10
O -0.77 -0.06 6.84
C 4.25 -3.89 -0.20
H 0.78 1.02 -5.94
H -2.52 -2.83 4.60
```

Values from the calculation:
- LUMO energy: -1.723 eV
- DFT total energy: -314192.830 eV
- Highest occupied orbital energy: -9.87 eV
- Molecular weight: 2062.5 g mol⁻¹
- Frontier orbital gap: 8.1 eV

Here are the Löwdin charges for atoms 1 to 6, given in e: 0.001, 0.070, 0.079, 0.033, -0.290, -0.186

---

[2]
The following is a quantum chemistry calculation of a 10-piece molecular cluster, C60H150N10O20 overall at a distorted geometry, from the Open Molecules 2025 dataset.

The geometry in XYZ format:
```
240
C60H150N10O20, DFT ωB97M-V with the def2-TZVPD basis set
H 0.88 -3.66 -3.07
H -2.39 7.23 -1.09
H -0.92 -5.07 6.41
H -8.53 -1.32 5.65
C -0.61 1.26 2.22
H -3.43 -6.54 2.96
H -4.53 -1.32 1.34
H 3.40 1.94 -4.40
C 6.28 -3.39 -2.99
H 3.77 -6.12 3.49
C -10.83 -3.07 8.48
H 8.53 -4.26 0.19
C 3.56 -2.30 -0.16
H -7.37 4.25 -2.94
C 6.19 -5.00 -4.75
H -3.74 8.82 -2.82
C -5.80 1.16 2.67
C -6.52 -0.16 4.45
H -2.10 -7.42 2.62
N -7.65 -1.71 5.97
C -7.54 6.84 -5.33
H 3.45 -2.96 -5.01
H -4.60 1.67 -0.55
H 3.49 -1.91 0.85
H -3.72 10.00 -6.80
H 7.06 -2.07 -1.46
C -3.49 -1.51 1.61
O 2.07 -5.03 3.16
H 2.58 -4.53 -4.81
H 6.84 -2.73 -3.67
O -10.04 -2.96 7.32
H -8.60 4.43 -5.20
H 0.35 -3.21 6.08
C -0.15 3.72 -3.30
O -3.10 -2.71 0.98
C 3.42 2.62 -3.55
H 5.21 -3.19 -2.97
O -1.45 2.33 2.66
C 0.84 -4.47 1.21
H 6.84 -5.58 -5.40
C -8.69 -3.31 7.57
C -1.75 -3.07 1.15
H 5.63 -4.24 -5.31
H -2.69 1.71 1.20
C 0.17 5.15 -1.28
O 6.21 0.74 2.47
H 3.12 -5.31 4.87
H 0.68 -0.84 5.69
H 11.44 -2.75 5.02
H -2.70 5.55 -1.90
C 3.09 -0.07 -0.75
H 4.32 0.72 1.55
C -3.13 10.76 -6.28
H 1.96 -0.70 3.80
H -4.09 2.46 -2.09
N -0.18 3.84 -1.83
H 4.11 -7.96 -6.99
H 6.21 -4.79 -0.80
H -6.60 6.39 -5.69
H -2.86 -7.70 4.17
H -9.77 5.22 -2.59
H 6.90 -5.60 1.54
O -5.19 11.95 -6.11
C -8.14 3.26 -1.40
H 6.23 -0.37 5.84
H 7.40 1.61 5.37
H 0.54 3.21 -1.50
N -3.00 10.44 -4.84
H 7.44 -3.17 4.55
H 6.34 2.39 3.61
H 10.86 -3.35 3.41
N 6.52 -3.88 -0.51
H -1.62 8.84 -4.92
O 2.10 2.66 -2.99
H -3.93 10.62 -4.46
C 1.39 -2.78 -3.45
C 1.64 5.27 -0.88
H -0.96 -0.54 5.45
H 4.58 -2.29 -0.56
H -9.84 5.73 -4.99
H -8.63 -4.31 8.00
H -1.19 0.34 2.09
H 3.41 -6.09 -5.80
H -5.86 0.48 5.06
C 7.31 0.84 4.60
H -6.83 -2.23 4.04
H -0.63 -5.19 2.35
C -6.90 2.44 -1.19
C 3.24 -6.02 -6.87
C -2.67 9.04 -4.68
H -0.57 1.64 0.13
H 5.33 -5.64 -4.48
H -3.54 -4.81 4.76
O 3.91 -7.16 -8.90
H -3.27 12.79 -5.75
C 3.32 4.32 0.53
C 8.31 -2.49 4.49
C 2.12 -5.11 1.74
H 1.15 3.05 -4.80
H 1.47 -1.61 2.46
C 1.45 -1.63 3.55
H -6.65 1.78 2.95
O 9.41 -3.28 4.88
C -7.89 -3.14 6.28
O -2.47 7.24 -3.11
H -8.16 4.10 -0.70
C 10.62 -2.75 4.29
H 0.12 5.85 -2.12
H 8.95 -0.88 5.70
H 5.76 1.01 0.56
C 7.55 -3.90 0.52
O 0.10 -1.66 3.95
H -8.19 6.81 -6.21
H 5.13 1.15 4.15
C -2.47 2.64 1.74
H 2.37 5.23 -1.71
H -7.50 0.33 4.49
H 4.41 -8.16 -10.59
H 6.74 -2.44 3.12
C -4.49 2.62 -1.09
O -1.92 -5.87 4.23
H -3.46 -1.66 2.69
H -1.39 -3.40 4.63
H -10.20 3.75 -3.50
H -2.33 3.52 1.11
C 7.02 -3.14 -1.68
H -0.51 4.71 -3.61
H 5.22 -6.67 -7.47
H -0.61 -2.23 7.17
H 3.54 3.58 1.30
N -8.21 3.71 -2.79
C -2.73 8.61 -3.21
C -6.65 -1.60 4.93
H -2.49 -5.12 1.18
H 7.70 -4.51 2.66
H -1.71 -4.71 -0.31
C 5.30 1.22 1.52
H -7.03 1.77 -0.33
H -0.57 5.42 -0.54
H 2.02 -2.53 3.81
H 0.70 -3.45 1.59
H -0.79 2.94 -3.72
H 5.83 -7.90 -9.54
C 7.99 -1.38 5.50
C -0.22 -1.32 5.28
C 6.13 1.32 3.76
H 3.26 -3.33 -0.33
N 6.92 -0.50 5.11
C -2.81 6.63 -1.91
O -6.01 -0.18 3.12
N 1.21 0.58 0.71
H 8.08 -3.36 -1.84
H 2.29 1.88 -0.37
H 7.78 -2.87 0.82
C 7.02 -4.54 1.82
H -2.39 -4.52 7.13
H -2.12 10.76 -6.70
H -3.36 8.46 -5.29
H -1.11 -2.44 0.51
H 4.06 2.29 -2.73
H 1.29 0.81 -1.42
H -5.64 1.17 1.59
H -10.40 -2.52 9.32
H -3.90 6.65 -1.71
H -2.04 9.15 -2.56
C -1.65 -4.56 0.77
H 3.70 5.30 0.85
H -4.87 1.51 3.11
H 4.10 4.02 -0.20
C -9.02 5.18 -4.52
C -5.89 13.18 -6.14
C -3.82 12.10 -6.41
C -9.38 4.41 -3.23
H -11.81 -2.61 8.36
H 7.72 -1.95 6.40
C -2.54 -6.91 3.48
H 6.02 -2.03 1.57
C -1.89 -4.63 6.16
H -11.10 -4.09 8.74
C 5.87 -2.62 2.48
H -8.20 -2.62 8.28
C 3.29 -5.18 3.80
O 1.39 -2.90 -4.88
H -0.01 0.97 3.08
C -0.53 -2.55 6.13
C 1.92 0.86 -0.52
C -2.82 -5.44 5.29
H -3.41 2.86 2.25
H 0.65 2.53 1.00
H 5.05 2.28 1.67
H -3.22 -6.32 5.79
H -7.34 7.84 -4.96
C 4.18 -7.01 -7.52
H 0.94 -4.32 0.13
H -3.87 3.31 -0.52
C 0.15 1.56 0.96
H 2.25 -6.41 -7.13
H 8.20 0.65 4.01
H 10.49 -1.68 4.12
H 4.66 -9.01 -8.96
H 5.05 -2.26 3.09
H 3.52 -4.77 -8.33
O 5.73 -4.01 2.16
H -6.67 13.07 -5.38
H 0.99 -1.84 -3.09
N -0.43 -5.15 1.35
H -3.69 12.45 -7.44
H -5.69 -1.96 5.30
C 1.31 3.51 -3.81
H -8.36 -3.57 5.39
H 8.36 -2.18 3.45
H 2.99 -4.56 1.37
H 0.87 -0.37 0.57
H 1.49 -3.93 -7.09
H -6.65 1.71 -1.98
O -5.74 3.25 -1.19
C 2.53 -3.69 -6.83
H -1.44 -2.87 2.19
H 4.02 -4.39 3.58
O -8.08 6.19 -4.20
H 3.53 0.15 -1.73
O 6.72 -4.67 -3.46
N -1.70 -3.28 5.59
O 2.76 -1.44 -0.97
N 3.50 -4.66 -7.32
H 3.76 3.64 -3.75
C 4.76 -8.10 -9.56
H -3.04 -0.60 1.20
C 2.58 -3.55 -5.31
H 2.83 -2.73 -7.25
H -6.92 -3.60 6.43
H 1.85 6.23 -0.39
H -5.27 14.00 -5.76
H -9.04 2.69 -1.15
H 2.41 -2.83 -3.05
H 3.80 0.16 0.06
H 2.19 -6.13 1.36
H -6.36 13.41 -7.09
O 2.04 4.26 0.04
H 1.89 4.42 -3.98
```

Values from the calculation:
- Energy above the lowest of the compared OMol25 structures with the same formula, charge and spin: 5.812 eV
- LUMO energy: 0.518 eV
- SMILES: COCCNCCOC.COCCNCCOC.COCCNCCOC.COCCNCCOC.COCCNCCOC.COCCNCCOC.COCCNCCOC.COCCNCCOC.COCCNCCOC.COCCNCCOC
- DFT total energy: -120485.108 eV
- Highest occupied orbital energy: -7.99 eV
- Molecular weight: 1331.9 g mol⁻¹
- Frontier orbital gap: 8.5 eV

Here are the Löwdin charges for atoms 1 to 6, given in e: 0.091, 0.095, 0.117, 0.108, -0.213, 0.083

---

- molecular weight of number 2 (C60H150N10O20)?
  1331.9 g mol⁻¹